C27H56NO13S6 | ωB97M-V with the def2-TZVPD basis set

- F_max: 10.07 eV Å⁻¹
- Energy: -4483.692698 a.u.
- Energy above the lowest of the compared OMol25 structures with the same formula, charge and spin: 0.0 kJ/mol
- Frontier orbital gap: 9.6 eV
- Charge: +1

Structure (XYZ):
```
103
C27H56NO13S6, DFT ωB97M-V with the def2-TZVPD basis set
C 0.109 0.040 3.617
C 0.838 0.545 2.331
O 1.822 1.291 2.353
N 0.532 -0.142 0.915
H 1.306 -0.830 0.874
H -0.381 -0.930 1.007
C 0.608 0.753 -0.265
H 0.933 -0.822 4.019
H -0.833 -0.508 3.615
H -0.241 0.973 4.188
H 1.510 1.292 -0.360
H -0.164 1.439 -0.270
H 0.278 -0.091 -0.801
C -4.157 5.165 0.812
C -4.282 3.674 0.364
C -3.360 3.437 -0.604
S -1.891 4.080 0.123
O -1.093 4.756 -0.856
O -1.417 3.054 0.951
C -2.714 5.340 0.982
H -4.646 5.156 1.721
H -4.676 5.865 0.187
H -5.313 3.364 0.057
H -4.233 2.848 1.270
H -3.620 3.934 -1.593
H -2.979 2.464 -0.850
H -2.291 6.203 0.584
H -2.226 5.151 1.983
C 5.201 -1.602 3.929
C 6.178 -2.183 2.914
C 5.648 -2.226 1.598
S 4.611 -0.821 1.542
O 3.306 -1.276 1.168
O 5.214 0.127 0.716
C 4.739 -0.400 3.288
H 5.798 -1.299 4.799
H 4.313 -2.234 4.117
H 6.642 -3.084 3.316
H 7.009 -1.528 3.007
H 5.138 -3.102 1.434
H 6.384 -2.173 0.639
H 3.845 0.211 3.597
H 5.458 0.468 3.377
C -4.537 -1.968 2.492
C -4.364 -0.479 2.464
C -4.130 0.005 1.121
S -3.276 -1.177 0.255
O -1.931 -0.815 0.308
O -3.964 -1.501 -0.970
C -3.531 -2.502 1.371
H -5.436 -2.152 2.236
H -4.382 -2.368 3.308
H -3.449 -0.161 3.116
H -5.188 0.033 2.822
H -3.602 1.089 1.009
H -5.163 -0.127 0.798
H -2.517 -2.785 1.669
H -3.891 -3.470 0.779
C 0.974 -6.303 1.458
C 1.773 -5.708 0.369
C 2.510 -4.699 1.006
S 1.285 -3.828 1.942
O 0.605 -2.836 1.110
O 1.900 -3.393 3.168
C 0.206 -5.215 2.248
H 1.552 -6.832 2.183
H 0.257 -7.047 1.202
H 1.338 -5.151 -0.593
H 2.459 -6.297 -0.118
H 3.130 -4.098 0.244
H 3.240 -5.205 1.645
H -0.744 -5.197 1.677
H 0.064 -5.463 3.235
C 3.554 3.152 -1.806
C 3.976 1.832 -2.391
C 3.673 1.949 -3.789
S 2.034 2.563 -3.782
O 0.988 1.508 -3.537
O 1.822 3.433 -4.935
C 2.077 3.480 -2.359
H 4.107 4.072 -2.187
H 3.824 3.076 -0.781
H 3.321 1.032 -2.122
H 5.017 1.670 -2.080
H 3.609 1.029 -4.288
H 4.033 2.575 -4.452
H 1.243 3.121 -1.774
H 2.077 4.425 -2.553
C -3.395 1.720 -4.907
C -3.894 0.421 -5.185
C -3.464 -0.446 -4.094
S -1.791 0.018 -3.644
O -0.887 -0.849 -4.186
O -1.789 0.351 -2.272
C -1.929 1.554 -4.502
H -3.926 2.133 -4.033
H -3.498 2.513 -5.527
H -3.419 0.163 -6.083
H -5.063 0.629 -5.319
H -3.511 -1.386 -4.458
H -4.140 -0.219 -3.167
H -1.246 1.474 -5.346
H -1.497 2.278 -3.791
```


C15H13N3O3S2 | ωB97M-V with the def2-TZVPD basis set

- F_max: 1.05 eV Å⁻¹
- Energy: -1765.733242 a.u.
- Energy above the lowest of the compared OMol25 structures with the same formula, charge and spin: 221.5 kJ/mol
- Frontier orbital gap: 8.9 eV
- Charge: 0
- SMILES string: O=C(NNS(=O)(=O)c1ccccc1)c1sccc1-n1cccc1

Structure (XYZ):
```
36
C15H13N3O3S2, DFT ωB97M-V with the def2-TZVPD basis set
O 1.115 0.367 -2.390
C 1.092 0.612 -1.193
N 0.497 1.751 -0.726
N -0.403 2.417 -1.562
S -1.974 1.790 -1.284
O -2.849 2.390 -2.239
O -2.196 1.991 0.117
C -1.784 0.034 -1.584
C -1.799 -0.434 -2.882
C -1.522 -1.771 -3.112
C -1.226 -2.609 -2.048
C -1.227 -2.127 -0.749
C -1.508 -0.791 -0.512
C 1.706 -0.290 -0.226
S 2.481 -1.667 -0.939
C 2.695 -2.388 0.598
C 2.202 -1.626 1.609
C 1.635 -0.413 1.149
N 1.064 0.505 2.026
C 0.150 0.189 2.992
C -0.175 1.326 3.672
C 0.586 2.377 3.117
C 1.334 1.847 2.105
H 0.274 1.894 0.254
H -0.110 2.286 -2.528
H -2.022 0.250 -3.685
H -1.522 -2.156 -4.120
H -0.991 -3.647 -2.232
H -0.999 -2.785 0.076
H -1.526 -0.375 0.484
H 3.187 -3.337 0.677
H 2.243 -1.893 2.650
H -0.213 -0.815 3.098
H -0.878 1.405 4.476
H 0.580 3.401 3.430
H 2.080 2.297 1.479
```


C4H8I2 | ωB97M-V with the def2-TZVPD basis set

- F_max: 1.46 eV Å⁻¹
- Energy: -752.470886 a.u.
- Energy above the lowest of the compared OMol25 structures with the same formula, charge and spin: 323.4 kJ/mol
- Frontier orbital gap (alpha / beta): 7.6 / 8.3 eV
- Charge: 0

Structure (XYZ):
```
14
C4H8I2, DFT ωB97M-V with the def2-TZVPD basis set
C -0.640 0.394 1.338
C -0.937 -1.400 -0.501
C 1.225 1.231 -1.279
C -0.076 -0.533 0.333
I 2.222 2.400 0.107
I 1.759 -1.425 0.936
H -1.627 0.741 1.036
H 0.017 1.260 1.476
H -0.718 -0.082 2.321
H -1.372 -2.195 0.119
H -0.368 -1.886 -1.295
H -1.758 -0.833 -0.939
H 1.852 0.593 -1.870
H 0.420 1.736 -1.784
```


C5H10O | ωB97M-V with the def2-TZVPD basis set

- F_max: 0.38 eV Å⁻¹
- Energy: -271.748282 a.u.
- Energy above the lowest of the compared OMol25 structures with the same formula, charge and spin: 11.4 kJ/mol
- Frontier orbital gap: 11.2 eV
- Charge: 0
- SMILES string: OC1CCCC1

Structure (XYZ):
```
16
C5H10O, DFT ωB97M-V with the def2-TZVPD basis set
O 0.116 1.912 -0.346
C 0.803 0.675 -0.490
C -0.067 -0.371 -1.184
C -1.111 -0.755 -0.121
C -0.435 -0.467 1.245
C 0.958 0.107 0.916
H -0.255 2.140 -1.208
H 1.765 0.825 -1.002
H -0.514 0.005 -2.114
H 0.559 -1.233 -1.446
H -1.424 -1.799 -0.219
H -2.011 -0.143 -0.233
H -1.015 0.268 1.809
H -0.368 -1.365 1.866
H 1.282 0.882 1.615
H 1.719 -0.682 0.915
```


C24H62Cl4N4O2 | ωB97M-V with the def2-TZVPD basis set

- F_max: 2.35 eV Å⁻¹
- Energy: -3161.777699 a.u.
- Energy above the lowest of the compared OMol25 structures with the same formula, charge and spin: 0.0 kJ/mol
- Frontier orbital gap: 6.4 eV
- Charge: 0

Structure (XYZ):
```
96
C24H62Cl4N4O2, DFT ωB97M-V with the def2-TZVPD basis set
N -1.819 0.757 1.671
H -1.477 1.682 1.954
H -2.234 0.201 2.429
H -1.069 0.173 1.285
H -2.555 0.841 0.951
C 4.264 0.366 1.202
C 3.264 0.304 2.360
N 2.910 1.705 2.882
C 1.999 2.388 1.901
C 2.097 1.530 4.193
C 0.909 0.615 4.119
C 4.137 2.581 3.038
C 3.913 3.904 3.750
O 3.279 4.920 3.032
C 4.088 5.609 2.092
H 5.307 0.555 1.467
H 4.079 1.173 0.494
H 4.235 -0.622 0.745
H 3.506 -0.309 3.226
H 2.334 -0.109 1.967
H 1.233 1.670 1.609
H 2.590 2.595 1.011
H 1.515 3.222 2.407
H 1.741 2.529 4.448
H 2.778 1.256 5.001
H 0.344 0.710 5.046
H 1.129 -0.427 3.875
H 0.137 0.781 3.363
H 4.599 2.772 2.071
H 4.863 1.998 3.607
H 4.893 4.293 4.058
H 3.475 3.706 4.729
H 4.454 4.814 1.432
H 4.931 6.119 2.565
H 3.519 6.302 1.480
C -1.922 0.412 -2.024
C -1.710 1.305 -3.223
N -0.306 1.918 -3.303
C -0.277 2.786 -4.567
C 0.027 2.802 -2.107
C -1.118 3.682 -1.585
C 0.747 0.776 -3.436
C 0.631 -0.101 -4.667
O 0.653 0.501 -5.942
C 0.114 -0.333 -6.942
H -2.769 -0.269 -2.005
H -1.979 1.004 -1.112
H -1.055 -0.225 -1.815
H -2.340 2.189 -3.119
H -1.910 0.879 -4.204
H -0.838 3.671 -4.275
H -0.783 2.261 -5.368
H 0.770 3.007 -4.749
H 0.907 3.370 -2.413
H 0.396 2.169 -1.297
H -0.797 4.244 -0.706
H -1.941 3.089 -1.185
H -1.417 4.396 -2.351
H 0.688 0.190 -2.521
H 1.621 1.429 -3.463
H -0.331 -0.624 -4.561
H 1.324 -0.943 -4.582
H 0.607 -1.307 -6.878
H 0.276 0.169 -7.893
H -0.969 -0.440 -6.812
C 0.484 -6.390 0.484
C -0.715 -5.663 1.058
C -1.036 -4.244 0.578
N -2.522 -3.891 0.554
C -3.041 -3.875 1.990
C -2.676 -2.510 -0.058
C -3.989 -2.563 -0.844
C -4.581 -3.951 -0.698
C -3.356 -4.797 -0.305
H 0.380 -6.468 -0.602
H 0.503 -7.445 0.763
H 1.412 -5.930 0.816
H -0.528 -5.622 2.133
H -1.613 -6.259 0.882
H -0.701 -4.115 -0.456
H -0.593 -3.352 1.028
H -4.068 -3.511 2.016
H -2.421 -3.096 2.438
H -3.021 -4.902 2.341
H -2.683 -1.733 0.702
H -1.922 -2.290 -0.812
H -4.642 -1.822 -0.374
H -3.962 -2.215 -1.876
H -5.407 -4.034 0.010
H -5.035 -4.316 -1.620
H -3.753 -5.641 0.255
H -2.839 -5.009 -1.238
Cl -2.152 -0.993 4.458
Cl -1.271 3.595 3.040
Cl -4.622 1.054 0.467
Cl 0.700 -0.626 0.518
```


C5H9NO | ωB97M-V with the def2-TZVPD basis set

- F_max: 0.90 eV Å⁻¹
- Energy: -325.784346 a.u.
- Energy above the lowest of the compared OMol25 structures with the same formula, charge and spin: 402.2 kJ/mol
- Frontier orbital gap: 7.7 eV
- Charge: 0

Structure (XYZ):
```
16
C5H9NO, DFT ωB97M-V with the def2-TZVPD basis set
C -1.098 -0.342 1.134
C -0.374 0.027 -0.162
C -0.155 -1.164 -1.085
C -0.896 1.355 -0.831
O 0.678 1.858 -0.584
C 0.871 0.790 0.055
N 1.949 0.690 0.837
H -1.250 0.540 1.764
H -2.089 -0.735 0.882
H -0.564 -1.111 1.709
H 0.258 -2.028 -0.548
H -1.116 -1.451 -1.520
H 0.529 -0.904 -1.901
H 2.223 1.629 1.088
H -0.815 1.224 -1.925
H 2.097 -0.092 1.460
```


C20H28NO2 | ωB97M-V with the def2-TZVPD basis set

- F_max: 0.77 eV Å⁻¹
- Energy: -983.912392 a.u.
- Energy above the lowest of the compared OMol25 structures with the same formula, charge and spin: 46.1 kJ/mol
- Frontier orbital gap: 8.5 eV
- Charge: +1
- SMILES string: CC(C)(c1ccccc1)c1ccc(OCCC[NH2+]CCO)cc1

Structure (XYZ):
```
51
C20H28NO2, DFT ωB97M-V with the def2-TZVPD basis set
C -4.123 1.422 -1.327
C -3.374 0.260 -0.661
C -3.656 -1.021 -1.461
C -3.856 0.185 0.782
C -3.410 1.152 1.678
C -3.841 1.159 2.991
C -4.732 0.196 3.434
C -5.185 -0.767 2.551
C -4.752 -0.773 1.235
C -1.868 0.445 -0.656
C -1.101 -0.390 0.154
C 0.275 -0.296 0.183
C 0.907 0.649 -0.612
O 2.312 0.741 -0.622
C 2.870 1.414 0.508
C 4.390 1.278 0.447
C 4.828 -0.179 0.571
N 4.275 -0.962 -0.564
C 5.094 -0.971 -1.796
C 6.130 -2.093 -1.677
O 5.427 -3.215 -1.181
C 0.169 1.487 -1.426
C -1.211 1.377 -1.449
H -5.193 1.277 -1.194
H -3.854 2.373 -0.873
H -3.919 1.461 -2.394
H -3.254 -1.897 -0.958
H -3.189 -0.946 -2.441
H -4.724 -1.154 -1.607
H -2.714 1.908 1.342
H -3.484 1.920 3.670
H -5.072 0.199 4.458
H -5.883 -1.521 2.884
H -5.126 -1.534 0.569
H -1.593 -1.119 0.781
H 0.852 -0.953 0.819
H 2.477 0.977 1.435
H 2.582 2.471 0.481
H 4.744 1.701 -0.494
H 4.826 1.855 1.261
H 4.442 -0.600 1.502
H 5.916 -0.260 0.583
H 4.177 -1.960 -0.324
H 3.326 -0.515 -0.745
H 5.572 -0.005 -1.949
H 4.434 -1.182 -2.638
H 6.568 -2.288 -2.660
H 6.936 -1.814 -0.986
H 5.963 -4.010 -1.268
H 0.674 2.216 -2.041
H -1.768 2.039 -2.091
```


C14H15Cl2IrN3O5 | ωB97M-V with the def2-TZVPD basis set

- F_max: 0.51 eV Å⁻¹
- Energy: -2107.328312 a.u.
- Energy above the lowest of the compared OMol25 structures with the same formula, charge and spin: 878.0 kJ/mol
- Frontier orbital gap (alpha / beta): 5.9 / 5.9 eV
- Charge: -1

Structure (XYZ):
```
40
C14H15Cl2IrN3O5, DFT ωB97M-V with the def2-TZVPD basis set
Ir 0.736 -0.481 0.382
O 0.324 1.201 1.786
C 0.258 2.579 1.500
C -0.967 3.026 0.703
N -2.290 0.752 1.134
C -2.956 -0.320 1.869
C -2.470 -0.210 3.349
O -3.276 -0.562 4.209
O -1.303 0.259 3.518
C -1.182 2.315 -0.606
C -5.203 -0.082 -1.802
O -5.318 0.066 -2.911
O -0.950 -0.254 -0.882
H -0.432 0.909 2.440
H 1.169 2.821 0.947
H 0.272 3.132 2.443
H -0.873 4.094 0.481
H -1.857 2.902 1.322
H -2.626 -1.301 1.510
H -4.043 -0.265 1.816
H -0.287 1.925 -1.100
H -1.818 2.848 -1.311
Cl -2.072 0.674 -0.370
C 1.381 -0.010 -2.531
C 1.509 0.163 -3.923
C 1.586 -0.883 -4.834
C 1.604 -2.206 -4.393
C 1.562 -2.432 -3.035
Cl 1.637 -4.094 -2.467
C 1.430 -1.369 -2.122
N 1.476 -1.662 -0.765
H 1.511 1.173 -4.332
H 1.630 -0.684 -5.902
H 1.659 -3.038 -5.083
C 3.676 -2.005 3.495
C 2.756 -1.473 2.503
N 2.025 -1.071 1.721
H 3.239 -1.915 4.489
H 4.620 -1.463 3.467
H 3.864 -3.057 3.284
```


C36H47IN9OSbTi | ωB97M-V with the def2-TZVPD basis set

- F_max: 0.35 eV Å⁻¹
- Energy: -3355.423098 a.u.
- Energy above the lowest of the compared OMol25 structures with the same formula, charge and spin: 0.0 kJ/mol
- Frontier orbital gap (alpha / beta): 6.6 / 6.7 eV
- Spin multiplicity: 3
- Charge: 0
- Expectation value of S²: 2.04

Structure (XYZ):
```
96
C36H47IN9OSbTi, DFT ωB97M-V with the def2-TZVPD basis set
Ti -1.517 -0.210 -0.346
C -0.284 1.722 5.516
Sb -1.333 1.251 3.686
C 0.269 -0.045 3.022
C -2.427 -0.344 4.641
H 0.210 0.833 5.908
H -0.995 2.088 6.257
H 0.459 2.501 5.342
H 0.441 -0.812 3.779
H 1.190 0.531 2.906
H 0.050 -0.535 2.075
H -1.733 -1.027 5.133
H -3.030 -0.882 3.912
H -3.097 0.080 5.389
N 1.743 -1.507 0.337
N 1.015 -0.396 -0.190
H 2.741 -1.377 0.204
H 1.470 -2.336 -0.179
H 1.359 -0.090 -1.097
H 1.133 0.390 0.442
C -2.069 1.563 -5.174
C -0.907 0.572 -5.009
C -1.241 -0.767 -5.681
C 0.398 1.171 -5.547
C -0.764 0.320 -3.575
N -0.723 0.090 -2.455
H -2.229 1.750 -6.237
H -1.840 2.509 -4.684
H -2.985 1.154 -4.746
H -1.423 -0.594 -6.742
H -2.131 -1.210 -5.235
H -0.412 -1.470 -5.585
H 0.287 1.363 -6.615
H 1.233 0.483 -5.408
H 0.630 2.115 -5.048
C -0.694 1.761 -0.208
C 0.008 2.768 -0.257
C 0.861 3.862 -0.418
C 1.530 4.439 0.730
C 2.104 5.722 0.704
C 2.709 6.252 1.830
C 2.762 5.527 3.013
C 2.184 4.264 3.064
C 1.573 3.731 1.946
C 1.042 4.333 -1.797
C -0.034 4.297 -2.695
C 0.126 4.687 -4.014
C 1.369 5.099 -4.479
C 2.448 5.121 -3.607
C 2.290 4.748 -2.282
H 2.043 6.320 -0.195
H 3.133 7.247 1.787
H 3.236 5.947 3.891
H 2.206 3.694 3.985
H 1.103 2.756 1.992
H -1.001 3.967 -2.333
H -0.726 4.677 -4.685
H 1.493 5.405 -5.510
H 3.424 5.428 -3.963
H 3.144 4.750 -1.618
C -1.843 -3.001 1.961
C -1.294 -3.271 0.605
N -1.059 -2.378 -0.336
C -0.581 -3.063 -1.434
C -0.494 -4.382 -1.139
N -0.966 -4.509 0.151
C -0.991 -5.747 0.902
N 0.316 -6.340 0.983
N 0.547 -7.566 0.451
N 1.774 -7.870 0.603
C 2.408 -6.833 1.248
C 3.741 -6.678 1.635
C 4.078 -5.498 2.258
C 3.126 -4.489 2.493
C 1.807 -4.627 2.123
C 1.471 -5.828 1.498
H -2.109 -1.950 2.035
H -1.117 -3.238 2.742
H -2.748 -3.584 2.137
H -0.365 -2.557 -2.358
H -0.175 -5.233 -1.715
H -1.632 -6.483 0.420
H -1.377 -5.531 1.897
H 4.466 -7.457 1.445
H 5.099 -5.332 2.577
H 3.440 -3.573 2.978
H 1.096 -3.830 2.291
N -3.971 1.804 0.555
C -3.925 0.572 1.214
O -2.774 -0.101 1.034
C -4.899 0.114 2.010
I -3.715 -1.046 -2.013
H -3.674 1.740 -0.411
H -4.881 2.236 0.616
H -5.833 0.648 2.106
H -4.768 -0.806 2.558
```


CHClINO | ωB97M-V with the def2-TZVPD basis set

- F_max: 2.00 eV Å⁻¹
- Energy: -926.453810 a.u.
- Energy above the lowest of the compared OMol25 structures with the same formula, charge and spin: 197.4 kJ/mol
- Frontier orbital gap: 9.7 eV
- Charge: 0
- SMILES string: [O-][N+]#CCl.I

Structure (XYZ):
```
6
CHClINO, DFT ωB97M-V with the def2-TZVPD basis set
O 0.257 0.430 0.506
N 1.172 -0.220 0.068
C 2.078 -0.677 -0.531
Cl 3.229 -1.821 -0.763
I -3.430 0.380 0.103
H -3.306 1.907 0.617
```